(1)
C4H8GaO3 | ωB97M-V with the def2-TZVPD basis set

Output
Net charge = +3
E_LUMO (spin up / spin down) = -18.661 / -18.639 eV
Orbital gap (spin up / spin down) = 5.6 / 5.6 eV
ΔE to the lowest compared entry with this formula, charge and spin = 5.300 eV
Max |F| = 0.0986 hartree/bohr
E_HOMO (spin up / spin down) = -24.3 / -24.3 eV

Each line ends with the Löwdin charge.
CARTESIAN COORDINATES (ANGSTROEM)
C1 -2.7758 0.3892 -0.0071  0.010
C2 -1.5458 -0.4793 -0.0655  -0.099
O1 -0.5054 0.2412 0.6619  -0.112
H1 -3.5510 -0.0341 -0.6578  0.142
H2 -3.1632 0.4698 1.0157  0.123
H3 -2.5265 1.3912 -0.3779  0.105
H4 -1.2162 -0.6671 -1.0944  0.169
H5 -1.6726 -1.4328 0.4595  0.179
Ga1 0.4437 1.9881 0.8993  1.436
O2 0.7016 0.1025 -0.0090  -0.151
O3 2.2036 1.3160 0.0021  0.075
C3 2.9596 0.2681 -0.0744  0.124
C4 2.2331 -0.9320 -0.2860  0.366
H6 2.3411 -1.6981 0.4877  0.198
H7 3.9535 0.2825 0.3875  0.235
H8 2.1203 -1.2053 -1.3416  0.201


(2)
C17H21Cl2O3Pd | ωB97M-V with the def2-TZVPD basis set

Output
Net charge = -1
E_LUMO (spin up / spin down) = 2.945 / 2.297 eV
Orbital gap (spin up / spin down) = 5.7 / 6.1 eV
Max |F| = 0.0802 hartree/bohr
E_HOMO (spin up / spin down) = -2.7 / -3.8 eV
Spin multiplicity = 5
⟨S²⟩ = 6.0213

Each line ends with the Löwdin charge.
CARTESIAN COORDINATES (ANGSTROEM)
Pd1 0.3506 0.5779 0.8340  0.908
C1 -1.3881 -0.2101 2.2693  -0.218
C2 -2.0078 0.6225 1.3029  -0.159
C3 -2.2076 -0.1582 0.0548  -0.162
H1 -2.4034 1.6103 1.4584  0.097
C4 -1.5324 -1.4319 0.3092  -0.155
C5 -1.0730 -1.4710 1.6328  -0.185
H2 -0.6266 -2.3129 2.1645  0.093
H3 -1.3360 -0.0148 3.3335  0.077
H4 -2.9779 -0.0313 -0.7035  0.114
H5 -1.5038 -2.2330 -0.4300  0.094
C6 2.4327 0.0505 0.4020  -0.255
C7 2.0066 -1.1411 1.0978  -0.186
C8 1.2844 -1.9513 0.1694  -0.187
H6 2.3048 -1.4293 2.1047  0.092
C9 1.1545 -1.2428 -1.0535  -0.151
C10 1.8330 0.0083 -0.9192  -0.161
H7 2.0272 0.7014 -1.7292  0.097
H8 3.1693 0.7457 0.7387  0.029
H9 0.9338 -2.9798 0.3469  0.100
H10 0.7019 -1.6199 -1.9727  0.082
O1 -0.9989 0.8839 -0.8553  -0.366
C11 -1.3224 0.1511 -4.6306  -0.295
C12 -1.6729 1.3065 -3.6846  -0.158
C13 -2.0027 -1.0868 -4.0978  -0.102
C14 0.1411 0.0313 -4.9613  -0.096
C15 -1.2159 1.6227 -2.0562  -0.190
H11 -2.7880 1.3759 -3.6208  0.085
H12 -1.2955 2.2311 -4.1551  0.087
H13 -0.2483 2.1553 -2.1269  0.093
H14 -2.0473 2.3286 -1.7905  0.107
H15 -2.2462 -1.8689 -4.8208  0.063
H16 -2.8961 -0.8140 -3.5350  0.063
H17 -1.3026 -1.5673 -3.3794  0.072
H18 0.4085 -0.0969 -6.0209  0.065
H19 0.5933 -0.8159 -4.4389  0.061
H20 0.6490 0.9449 -4.5954  0.076
Cl1 1.1960 1.5665 3.1400  0.653
C16 1.6650 3.1671 2.4766  -0.947
Cl2 3.2622 3.1629 1.7216  0.622
C17 0.6667 3.6122 1.3651  -0.774
O2 0.4601 4.8329 1.3761  -0.015
O3 0.1938 2.7464 0.5542  -0.130
H21 1.6601 3.8793 3.3067  0.061